# 1
The following is a DFT calculation (wB97M-V/def2-TZVPD) of a 19-piece molecular cluster, C54H35BCl72F2N4O5S3 overall in a non-equilibrium geometry.

Its HOMO-LUMO gap is 7.39 eV. The calculation puts the LUMO energy at -0.587 eV.

Geometry as ORCA input:
```
! RIJCOSX wB97M-V def2-TZVPD def2/J DEFGRID3
* xyz 0 1
C -6.956 -2.591 -0.496
C -6.747 -1.245 -0.287
C -5.511 -0.763 0.393
C -5.359 -0.684 1.736
C -6.478 -1.056 2.652
C -4.181 -0.232 2.241
B -4.079 -0.130 3.807
O -3.547 -1.096 4.593
O -4.617 1.006 4.401
C -3.199 0.132 1.412
C -3.346 0.069 0.081
C -4.503 -0.383 -0.411
S -4.724 -0.438 -2.159
C -3.041 -0.614 -2.716
C -2.847 -1.229 -3.902
C -4.037 -1.718 -4.691
C -3.678 -2.211 -6.093
O -3.406 -1.084 -6.913
C -4.830 -3.050 -6.668
N -4.347 -3.823 -7.820
C -1.583 -1.339 -4.347
C -0.583 -0.864 -3.578
C -0.775 -0.274 -2.404
C 0.412 0.213 -1.632
C 0.901 -0.715 -0.490
C 1.352 -2.114 -0.983
S 3.189 -2.142 -1.045
C 3.775 -2.336 0.597
S 5.298 -2.795 0.801
N 2.821 -2.046 1.617
C 2.469 -3.301 2.274
C 1.185 -3.684 2.258
C 0.785 -4.844 2.815
C 1.679 -5.653 3.384
C 2.942 -5.284 3.409
C 3.370 -4.137 2.865
C 3.185 -0.945 2.464
C 3.342 -0.987 3.795
C 3.658 0.156 4.432
C 3.831 1.320 3.817
C 3.671 1.364 2.476
C 3.361 0.236 1.834
C -2.050 -0.120 -1.955
N -2.249 0.540 -0.700
N -2.297 1.975 -0.800
C -1.280 2.609 -0.061
O -0.567 2.047 0.721
F -1.228 3.911 -0.251
C -2.440 2.465 -2.135
O -3.488 2.580 -2.704
F -1.300 2.797 -2.738
H -6.791 -3.016 -1.478
H -7.260 -3.203 0.342
H -7.449 -0.476 -0.594
H -7.374 -1.321 2.109
H -6.193 -1.801 3.386
H -6.734 -0.148 3.199
H -3.939 -0.973 5.465
H -3.929 1.536 4.813
H -2.286 0.491 1.848
H -4.794 -0.939 -4.757
H -4.480 -2.562 -4.164
H -2.822 -2.877 -6.067
H -3.812 -0.319 -6.504
H -5.624 -2.398 -7.005
H -5.150 -3.747 -5.899
H -4.188 -3.159 -8.565
H -3.481 -4.289 -7.596
H -1.324 -1.778 -5.289
H 0.418 -0.967 -3.946
H 1.254 0.223 -2.323
H 0.293 1.231 -1.298
H 1.776 -0.230 -0.084
H 0.153 -0.754 0.292
H 0.987 -2.894 -0.329
H 1.013 -2.383 -1.969
H 0.441 -3.075 1.773
H -0.252 -5.085 2.780
H 1.345 -6.584 3.802
H 3.677 -5.906 3.886
H 4.404 -3.859 2.909
H 3.204 -1.893 4.336
H 3.755 0.120 5.506
H 4.077 2.213 4.359
H 3.769 2.258 1.890
H 3.244 0.273 0.765
C 2.132 -3.129 7.701
Cl 3.469 -3.774 8.659
Cl 2.002 -1.388 7.956
Cl 2.429 -3.426 5.988
Cl 0.626 -3.916 8.189
C 0.235 1.791 9.712
Cl 0.893 2.567 11.151
Cl 1.480 1.766 8.445
Cl -0.254 0.143 10.106
Cl -1.165 2.697 9.134
C 3.038 5.613 5.395
Cl 2.224 7.030 6.053
Cl 2.798 4.245 6.486
Cl 2.367 5.223 3.809
Cl 4.768 5.947 5.235
C -6.078 5.372 -2.216
Cl -6.485 4.040 -1.128
Cl -6.786 5.073 -3.805
Cl -6.707 6.887 -1.564
Cl -4.322 5.486 -2.367
C 6.416 -1.279 -4.266
Cl 6.032 -2.096 -5.790
Cl 5.174 -1.592 -3.039
Cl 7.986 -1.814 -3.644
Cl 6.494 0.465 -4.534
C -2.411 -7.703 1.344
Cl -2.398 -8.457 -0.255
Cl -3.210 -8.778 2.498
Cl -0.761 -7.396 1.861
Cl -3.263 -6.173 1.267
C 3.547 -6.318 -5.430
Cl 3.772 -7.351 -6.848
Cl 2.084 -6.819 -4.574
Cl 4.944 -6.477 -4.374
Cl 3.404 -4.643 -5.964
C 8.642 -6.795 -3.481
Cl 8.665 -7.722 -4.985
Cl 7.277 -7.352 -2.518
Cl 10.173 -7.042 -2.634
Cl 8.474 -5.063 -3.810
C 12.338 -3.611 -1.029
Cl 11.026 -2.841 -1.925
Cl 11.691 -4.954 -0.076
Cl 13.553 -4.217 -2.158
Cl 13.077 -2.427 0.054
C -5.277 10.958 -1.541
Cl -4.203 12.056 -2.415
Cl -4.815 9.287 -1.867
Cl -5.157 11.274 0.193
Cl -6.942 11.218 -2.072
C -2.807 -7.020 -9.377
Cl -2.057 -7.984 -10.653
Cl -3.574 -5.597 -10.073
Cl -4.018 -7.992 -8.538
Cl -1.565 -6.507 -8.222
C 4.490 3.731 13.209
Cl 4.441 2.394 14.361
Cl 3.983 3.160 11.617
Cl 3.390 5.007 13.748
Cl 6.133 4.369 13.113
C -8.640 -0.228 -7.062
Cl -9.062 -1.491 -5.901
Cl -9.546 -0.473 -8.555
Cl -9.033 1.353 -6.382
Cl -6.907 -0.307 -7.406
C -12.031 -2.089 -11.685
Cl -12.379 -2.125 -9.954
Cl -12.475 -0.510 -12.341
Cl -10.305 -2.368 -11.940
Cl -12.960 -3.349 -12.501
C 3.766 10.565 7.552
Cl 4.514 9.056 7.023
Cl 4.357 10.984 9.163
Cl 4.174 11.850 6.418
Cl 2.009 10.358 7.606
C 8.415 1.680 -8.243
Cl 9.659 1.160 -9.386
Cl 7.270 2.745 -9.065
Cl 7.562 0.271 -7.614
Cl 9.173 2.551 -6.905
C 0.134 6.819 10.633
Cl 1.470 6.175 11.592
Cl 0.048 8.572 10.845
Cl 0.404 6.447 8.929
Cl -1.382 6.084 11.166
C 6.495 11.782 3.083
Cl 5.178 12.711 2.360
Cl 5.823 10.489 4.075
Cl 7.501 11.092 1.805
Cl 7.478 12.846 4.095
*
```

Atomic partial charges in e from the Löwdin method, atoms 1 to 4: 0.0361, -0.1593, -0.2170, -0.1840

# 2
The following is a DFT calculation (wB97M-V/def2-TZVPD) of a 4-piece molecular cluster, C54H35I2N3O6 overall.

Its HOMO-LUMO gap is 7.70 eV. The calculation puts the LUMO energy at -1.110 eV. As for the structure (SMILES): C/C(I)=C(\I)c1cnc2ccc(CN)cc2n1.O=C1c2ccccc2C(=O)c2ccccc21.O=C1c2ccccc2C(=O)c2ccccc21.O=C1c2ccccc2C(=O)c2ccccc21.

Geometry as ORCA input:
```
! RIJCOSX wB97M-V def2-TZVPD def2/J DEFGRID3
* xyz 0 1
C 8.031 -0.695 -0.258
C 6.603 -0.311 -0.003
I 5.695 -1.495 1.472
C 5.933 0.692 -0.549
I 6.872 1.998 -1.884
C 4.513 1.025 -0.288
C 4.186 2.237 0.399
N 2.966 2.579 0.671
C 1.989 1.721 0.260
C 0.641 2.024 0.509
C -0.335 1.169 0.104
C -0.030 -0.037 -0.568
C -1.140 -0.964 -1.010
N -1.077 -2.331 -0.486
C 1.279 -0.340 -0.821
C 2.308 0.523 -0.418
N 3.601 0.193 -0.695
H 8.307 -0.437 -1.280
H 8.695 -0.204 0.452
H 8.149 -1.772 -0.156
H 4.987 2.898 0.712
H 0.390 2.940 1.025
H -1.375 1.402 0.297
H -1.133 -1.016 -2.099
H -2.097 -0.529 -0.719
H -0.800 -2.300 0.490
H -0.332 -2.837 -0.951
H 1.553 -1.249 -1.343
O -3.493 -0.011 -3.843
C -4.152 0.966 -4.133
C -5.554 0.837 -4.616
C -6.117 -0.429 -4.727
C -7.435 -0.565 -5.127
C -8.198 0.562 -5.417
C -7.638 1.824 -5.320
C -6.316 1.967 -4.921
C -5.737 3.338 -4.818
O -6.383 4.316 -5.127
C -4.341 3.466 -4.309
C -3.791 4.733 -4.154
C -2.508 4.872 -3.654
C -1.766 3.748 -3.306
C -2.306 2.483 -3.466
C -3.593 2.337 -3.970
H -5.521 -1.300 -4.490
H -7.875 -1.550 -5.206
H -9.231 0.452 -5.719
H -8.219 2.708 -5.545
H -4.380 5.598 -4.423
H -2.082 5.859 -3.532
H -0.765 3.859 -2.910
H -1.738 1.601 -3.203
O -9.109 2.766 2.206
C -9.299 1.804 1.493
C -8.271 1.356 0.510
C -7.069 2.048 0.431
C -6.094 1.638 -0.463
C -6.314 0.531 -1.276
C -7.513 -0.156 -1.208
C -8.497 0.254 -0.318
C -9.788 -0.489 -0.278
O -10.004 -1.414 -1.032
C -10.807 -0.057 0.722
C -12.006 -0.753 0.806
C -12.958 -0.379 1.738
C -12.718 0.694 2.590
C -11.528 1.396 2.507
C -10.569 1.025 1.572
H -6.912 2.905 1.072
H -5.160 2.181 -0.530
H -5.548 0.207 -1.965
H -7.699 -1.011 -1.844
H -12.179 -1.586 0.139
H -13.891 -0.923 1.803
H -13.462 0.982 3.321
H -11.330 2.234 3.160
O 9.913 -1.057 2.771
C 10.504 -1.931 3.370
C 10.104 -3.361 3.238
C 9.042 -3.683 2.405
C 8.670 -5.006 2.236
C 9.358 -6.013 2.905
C 10.409 -5.697 3.749
C 10.785 -4.370 3.921
C 11.912 -4.049 4.843
O 12.476 -4.918 5.472
C 12.322 -2.619 4.965
C 13.388 -2.295 5.794
C 13.798 -0.977 5.908
C 13.145 0.022 5.194
C 12.078 -0.295 4.371
C 11.661 -1.615 4.255
H 8.512 -2.890 1.898
H 7.841 -5.253 1.586
H 9.069 -7.047 2.769
H 10.947 -6.469 4.280
H 13.888 -3.081 6.341
H 14.629 -0.726 6.553
H 13.471 1.050 5.282
H 11.560 0.473 3.814
*
```

Atomic partial charges in e from the Löwdin method, atoms 1 to 4: -0.1964, -0.7906, 0.9415, -0.7489

# 3
The following is a DFT calculation (wB97M-V/def2-TZVPD) of C54H36CdCl5N4O4 as an isolated structure.

Its HOMO-LUMO gap is 5.58 eV. The calculation puts the LUMO energy at 1.606 eV.

Geometry as ORCA input:
```
! RIJCOSX wB97M-V def2-TZVPD def2/J DEFGRID3
* xyz -1 1
Cd 0.265 -0.464 -0.238
C -5.127 -5.926 6.367
O -4.140 -6.340 5.445
C -3.545 -5.366 4.684
C -3.819 -4.008 4.799
C -3.152 -3.105 3.974
C -2.218 -3.525 3.039
C -1.962 -4.893 2.942
C -2.612 -5.806 3.750
C -1.512 -2.539 2.167
C -0.136 -2.366 2.393
C 0.657 -3.056 3.390
C 1.937 -2.625 3.246
C 1.925 -1.630 2.193
N 0.678 -1.533 1.693
C 3.013 -0.781 1.854
C 2.919 0.445 1.184
C 3.973 1.448 1.140
C 3.440 2.549 0.565
C 2.068 2.217 0.200
C 1.198 3.036 -0.540
C 1.684 4.399 -0.911
C 1.088 5.547 -0.380
C 1.525 6.812 -0.728
C 2.578 6.962 -1.626
O 2.946 8.250 -1.911
C 3.992 8.431 -2.842
C 3.181 5.837 -2.173
C 2.723 4.572 -1.811
C -0.080 2.676 -1.019
N -0.732 1.528 -0.756
C -1.892 1.520 -1.464
C -2.881 0.535 -1.357
C -4.051 0.613 -2.278
C -4.241 -0.396 -3.228
C -5.298 -0.355 -4.116
C -6.204 0.702 -4.068
O -7.216 0.663 -4.991
C -8.148 1.721 -4.970
C -6.047 1.707 -3.121
C -4.970 1.649 -2.237
C -2.900 -0.529 -0.418
C -4.071 -1.306 -0.072
C -3.710 -2.120 0.954
C -2.309 -1.860 1.220
N -1.872 -0.903 0.368
C -1.965 2.734 -2.264
C -0.862 3.459 -1.968
N 1.802 0.956 0.607
C 4.384 -1.192 2.287
C 5.287 -1.665 1.345
C 6.571 -2.072 1.703
C 6.961 -2.008 3.035
O 8.193 -2.386 3.497
C 9.106 -2.900 2.550
C 6.074 -1.528 3.992
C 4.805 -1.126 3.615
H -5.503 -6.830 6.839
H -4.708 -5.267 7.132
H -5.950 -5.412 5.865
H -4.534 -3.638 5.518
H -3.365 -2.047 4.062
H -1.243 -5.240 2.210
H -2.417 -6.867 3.670
H 0.282 -3.757 4.119
H 2.797 -2.920 3.827
H 4.970 1.324 1.534
H 3.919 3.503 0.412
H 0.266 5.433 0.317
H 1.065 7.700 -0.313
H 4.131 9.504 -2.943
H 4.924 7.979 -2.490
H 3.737 8.007 -3.817
H 3.989 5.922 -2.884
H 3.179 3.695 -2.257
H -3.539 -1.222 -3.266
H -5.431 -1.128 -4.862
H -8.851 1.526 -5.777
H -8.689 1.759 -4.020
H -7.663 2.686 -5.142
H -6.747 2.526 -3.050
H -4.852 2.430 -1.495
H -5.040 -1.220 -0.537
H -4.328 -2.831 1.479
H -2.750 2.990 -2.956
H -0.583 4.421 -2.368
H 4.981 -1.713 0.307
H 7.241 -2.435 0.938
H 10.008 -3.152 3.100
H 8.713 -3.799 2.067
H 9.348 -2.160 1.782
H 6.399 -1.472 5.023
H 4.125 -0.738 4.365
Cl -1.017 -3.106 -1.962
C -0.168 -1.947 -2.979
C 0.755 -1.083 -2.402
C 1.423 -0.268 -3.295
Cl 2.722 0.740 -2.674
C 1.152 -0.220 -4.661
Cl 1.982 0.881 -5.707
C 0.191 -1.079 -5.188
Cl -0.177 -1.048 -6.877
C -0.455 -1.977 -4.344
Cl -1.589 -3.107 -5.010
*
```

Atomic partial charges in e from the Löwdin method, atoms 1 to 4: 1.3160, -0.1002, -0.0937, -0.2847

# 4
The following is a DFT calculation (wB97M-V/def2-TZVPD) of C54H42Br4Cl3N3O3P2PbS as an isolated structure in a non-equilibrium geometry.

Its HOMO-LUMO gap is 6.42 eV. The calculation puts the LUMO energy at -0.014 eV. The energy relative to the best compared isomer or geometry (same formula, charge and spin) is 0.000 eV.

Geometry as ORCA input:
```
! RIJCOSX wB97M-V def2-TZVPD def2/J DEFGRID3
* xyz 0 1
Pb -0.453 0.552 -0.915
Br -5.205 5.970 -0.172
C -4.171 4.412 0.070
C -4.579 3.451 1.043
Br -6.226 3.618 1.942
C -3.824 2.318 1.309
Br -4.355 1.037 2.594
C -2.634 2.111 0.562
O -1.693 1.229 0.885
C -2.386 2.937 -0.661
O -1.581 2.486 -1.580
C -3.056 4.223 -0.725
Br -2.362 5.505 -1.886
C 3.922 1.921 -0.331
N 4.448 1.041 -1.300
C 4.228 -0.381 -1.109
P 2.440 -0.939 -0.657
C 2.326 -2.537 -1.528
C 3.343 -3.491 -1.621
C 3.138 -4.574 -2.439
C 2.021 -4.697 -3.227
C 0.975 -3.752 -3.125
C 1.140 -2.681 -2.293
C 2.705 -1.382 1.078
C 3.342 -2.561 1.555
C 3.488 -2.729 2.914
C 2.972 -1.790 3.815
C 2.406 -0.611 3.360
C 2.253 -0.436 1.998
C 5.564 1.405 -2.083
C 6.601 0.513 -2.340
C 7.594 0.854 -3.261
C 7.597 2.090 -3.867
C 6.635 3.016 -3.525
C 5.647 2.690 -2.633
P 2.068 2.370 -0.503
C 2.141 3.181 -2.154
C 2.292 4.550 -2.406
C 2.324 5.033 -3.708
C 2.147 4.151 -4.758
C 2.116 2.765 -4.531
C 2.081 2.294 -3.235
C 1.865 3.781 0.615
C 0.864 4.702 0.351
C 0.706 5.836 1.118
C 1.535 6.024 2.224
C 2.499 5.086 2.565
C 2.620 3.926 1.785
H 4.479 2.874 -0.349
H 4.051 1.508 0.703
H 4.915 -0.811 -0.348
H 4.427 -0.905 -2.029
H 4.263 -3.339 -1.063
H 3.911 -5.351 -2.512
H 1.947 -5.543 -3.903
H 0.054 -3.878 -3.662
H 0.363 -1.961 -2.171
H 3.733 -3.297 0.875
H 4.072 -3.580 3.313
H 3.020 -1.979 4.885
H 2.001 0.184 3.992
H 1.758 0.459 1.637
H 6.631 -0.465 -1.883
H 8.354 0.122 -3.535
H 8.368 2.333 -4.597
H 6.632 4.046 -3.934
H 4.907 3.459 -2.381
H 2.485 5.263 -1.573
H 2.452 6.087 -3.894
H 2.105 4.516 -5.791
H 2.090 2.113 -5.410
H 2.074 1.232 -3.056
H 0.194 4.529 -0.495
H -0.045 6.608 0.852
H 1.444 6.940 2.856
H 3.169 5.217 3.408
H 3.366 3.184 2.080
Cl -9.166 -4.865 5.456
C -7.801 -4.396 4.531
C -7.466 -5.065 3.343
C -6.425 -4.596 2.539
C -5.663 -3.465 2.939
C -4.475 -3.091 2.094
C -3.215 -3.622 2.822
N -1.973 -3.253 2.151
C -1.110 -4.148 1.559
C -0.298 -3.419 0.740
N -0.667 -2.090 0.714
C -1.672 -2.037 1.594
O -4.644 -3.664 0.786
C -4.205 -3.025 -0.420
C -4.992 -1.746 -0.779
C -4.513 -0.787 -1.638
Cl -3.129 -0.863 -2.669
S -5.489 0.636 -1.700
C -6.594 -0.073 -0.606
C -6.278 -1.345 -0.213
C -5.980 -2.837 4.164
Cl -5.136 -1.432 4.801
C -7.030 -3.309 4.962
H -8.038 -5.965 3.056
H -6.211 -5.060 1.578
H -4.423 -1.966 2.058
H -3.231 -4.710 3.008
H -3.195 -3.090 3.782
H -1.012 -5.209 1.783
H 0.527 -3.796 0.130
H -2.192 -1.102 1.829
H -4.390 -3.750 -1.230
H -3.102 -2.793 -0.428
H -7.403 0.561 -0.303
H -6.912 -1.919 0.454
H -7.237 -2.796 5.892
*
```

Atomic partial charges in e from the Löwdin method, atoms 1 to 4: 1.2785, 0.6930, -0.7672, -0.7763

no.,HOMO (Eh)
1,-0.29311
2,-0.32363
3,-0.14587
4,-0.23628